No. 1
{
  "formula": "C42H128CaN21O9P7",
  "method": "the ωB97M-V functional and the def2-TZVPD basis",
  "species": ["Ca", "O", "H", "O", "H", "O", "P", "N", "C", "C", "N", "C", "C", "N", "C", "C", "H", "H", "H", "H", "H", "H", "H", "H", "H", "H", "H", "H", "H", "H", "H", "H", "H", "H", "O", "P", "N", "C", "C", "N", "C", "C", "N", "C", "C", "H", "H", "H", "H", "H", "H", "H", "H", "H", "H", "H", "H", "H", "H", "H", "H", "H", "H", "O", "P", "N", "C", "C", "N", "C", "C", "N", "C", "C", "H", "H", "H", "H", "H", "H", "H", "H", "H", "H", "H", "H", "H", "H", "H", "H", "H", "H", "O", "P", "N", "C", "C", "N", "C", "C", "N", "C", "C", "H", "H", "H", "H", "H", "H", "H", "H", "H", "H", "H", "H", "H", "H", "H", "H", "H", "H", "O", "P", "N", "C", "C", "N", "C", "C", "N", "C", "C", "H", "H", "H", "H", "H", "H", "H", "H", "H", "H", "H", "H", "H", "H", "H", "H", "H", "H", "O", "P", "N", "C", "C", "N", "C", "C", "N", "C", "C", "H", "H", "H", "H", "H", "H", "H", "H", "H", "H", "H", "H", "H", "H", "H", "H", "H", "H", "O", "P", "N", "C", "C", "N", "C", "C", "N", "C", "C", "H", "H", "H", "H", "H", "H", "H", "H", "H", "H", "H", "H", "H", "H", "H", "H", "H", "H"],
  "xyz": [[0.593, 0.381, -0.537], [0.934, 1.938, -1.990], [1.142, 2.847, -2.282], [-0.602, -1.260, 0.377], [-1.450, -1.593, 0.729], [0.643, 1.684, 6.939], [0.163, 0.321, 7.040], [-1.520, 0.138, 7.202], [-2.381, 0.969, 7.939], [-2.130, -1.286, 7.061], [0.841, -0.672, 8.309], [1.337, -0.073, 9.496], [0.791, -2.185, 8.308], [0.448, -0.500, 5.606], [1.831, -0.843, 5.377], [-0.276, -0.192, 4.399], [-2.905, 0.664, 8.845], [-3.154, 1.392, 7.298], [-1.677, 1.759, 8.199], [-1.622, -1.809, 6.251], [-3.217, -1.367, 7.087], [-1.892, -1.805, 7.989], [0.560, 0.022, 10.255], [2.069, -0.807, 9.833], [1.652, 0.941, 9.252], [0.310, -2.606, 9.190], [0.380, -2.609, 7.391], [1.836, -2.476, 8.201], [2.308, 0.097, 5.097], [2.364, -1.398, 6.149], [2.021, -1.453, 4.494], [-0.171, -1.021, 3.699], [-0.161, 0.753, 3.868], [-1.346, -0.030, 4.536], [3.322, 7.494, -5.746], [2.788, 6.229, -5.239], [3.935, 4.975, -5.068], [5.271, 5.309, -4.649], [3.651, 3.471, -5.236], [1.576, 5.544, -6.347], [0.603, 4.462, -6.071], [1.980, 5.498, -7.766], [2.047, 6.205, -3.685], [1.232, 7.370, -3.161], [1.883, 5.046, -2.845], [5.513, 4.899, -3.668], [5.450, 6.378, -4.538], [6.015, 4.973, -5.371], [4.510, 2.898, -4.887], [3.251, 3.270, -6.230], [2.857, 2.947, -4.703], [-0.338, 4.619, -6.599], [1.065, 3.529, -6.392], [0.478, 4.429, -4.989], [1.152, 5.358, -8.461], [2.580, 6.391, -7.940], [2.580, 4.593, -7.868], [1.421, 7.337, -2.088], [1.646, 8.334, -3.456], [0.191, 7.088, -3.318], [2.159, 5.158, -1.796], [2.225, 4.095, -3.252], [0.803, 4.899, -2.819], [2.353, 0.553, 0.870], [3.759, 0.775, 1.350], [4.857, -0.527, 1.386], [4.230, -1.762, 1.888], [6.046, -0.760, 0.444], [3.685, 1.356, 2.974], [2.765, 2.437, 3.241], [4.768, 0.998, 3.876], [4.639, 2.071, 0.508], [4.662, 2.085, -0.972], [5.781, 2.836, 1.126], [3.486, -2.202, 1.223], [3.540, -1.596, 2.715], [5.015, -2.460, 2.178], [6.889, -0.195, 0.841], [5.708, -0.488, -0.556], [6.276, -1.823, 0.519], [3.240, 2.850, 4.131], [2.865, 3.187, 2.456], [1.775, 2.058, 3.494], [5.340, 1.925, 3.842], [4.248, 0.899, 4.829], [5.265, 0.108, 3.488], [3.798, 2.708, -1.199], [5.669, 2.344, -1.298], [4.478, 1.075, -1.338], [6.019, 3.627, 0.414], [6.611, 2.132, 1.173], [5.603, 3.156, 2.153], [-0.271, 2.437, 0.598], [-1.473, 3.180, 0.984], [-2.867, 2.380, 0.424], [-2.889, 0.976, 0.543], [-3.861, 2.943, -0.432], [-1.669, 4.900, 0.595], [-0.934, 5.354, -0.576], [-2.154, 6.032, 1.445], [-1.707, 3.050, 2.670], [-0.721, 3.574, 3.630], [-2.975, 2.998, 3.364], [-2.189, 0.586, 1.281], [-2.351, 0.628, -0.339], [-3.841, 0.444, 0.530], [-4.882, 2.631, -0.211], [-3.586, 2.686, -1.455], [-3.891, 4.031, -0.502], [0.138, 5.167, -0.515], [-1.416, 4.898, -1.441], [-1.048, 6.402, -0.852], [-1.663, 6.277, 2.387], [-2.251, 6.966, 0.890], [-3.161, 5.801, 1.791], [-0.855, 4.603, 3.963], [-0.951, 2.920, 4.472], [0.298, 3.429, 3.272], [-3.110, 1.974, 3.712], [-3.745, 3.240, 2.632], [-2.958, 3.722, 4.179], [0.942, -6.234, 3.985], [-0.561, -6.161, 4.113], [-1.291, -5.266, 2.895], [-0.887, -3.893, 2.598], [-2.531, -5.681, 2.212], [-1.063, -5.370, 5.576], [-0.230, -5.393, 6.807], [-2.334, -4.813, 5.760], [-1.336, -7.731, 4.111], [-0.807, -8.812, 3.305], [-2.650, -7.948, 4.780], [-0.795, -3.697, 1.530], [0.007, -3.663, 3.177], [-1.760, -3.364, 2.982], [-3.180, -4.842, 1.960], [-3.262, -6.308, 2.722], [-2.098, -6.103, 1.305], [-0.623, -4.752, 7.596], [-0.180, -6.399, 7.223], [0.697, -4.968, 6.422], [-2.303, -3.725, 5.704], [-2.812, -5.215, 4.867], [-2.815, -5.299, 6.609], [0.282, -8.776, 3.289], [-1.226, -9.650, 3.862], [-1.086, -8.914, 2.257], [-3.395, -7.232, 4.433], [-2.600, -7.864, 5.866], [-3.044, -8.964, 4.813], [-4.455, -2.662, -5.137], [-4.711, -1.185, -5.346], [-6.208, -0.759, -4.568], [-7.024, 0.431, -4.896], [-6.648, -1.534, -3.424], [-5.090, -0.649, -6.948], [-3.933, -0.247, -7.772], [-6.212, -1.104, -7.806], [-3.487, -0.221, -4.734], [-3.464, 1.231, -4.814], [-2.646, -0.732, -3.673], [-7.431, 0.973, -4.042], [-7.832, -0.081, -5.418], [-6.781, 1.126, -5.700], [-7.072, -2.503, -3.687], [-7.362, -0.991, -2.805], [-5.725, -1.784, -2.900], [-3.538, -1.188, -8.153], [-4.353, 0.241, -8.652], [-3.194, 0.436, -7.354], [-7.095, -1.114, -7.167], [-6.275, -0.381, -8.619], [-6.001, -2.119, -8.141], [-4.225, 1.548, -5.528], [-3.628, 1.562, -3.789], [-2.489, 1.490, -5.228], [-2.300, -1.720, -3.978], [-3.032, -0.727, -2.654], [-1.753, -0.107, -3.702], [1.531, -1.485, -1.660], [1.539, -2.321, -2.905], [0.829, -1.652, -4.350], [0.516, -2.447, -5.533], [0.999, -0.233, -4.652], [0.748, -3.828, -2.570], [1.353, -5.035, -2.022], [-0.715, -3.962, -2.656], [2.978, -2.736, -3.483], [4.179, -2.031, -3.060], [3.255, -3.687, -4.615], [1.325, -2.618, -6.243], [-0.315, -2.047, -6.115], [0.366, -3.493, -5.267], [1.549, 0.197, -3.815], [0.102, 0.368, -4.800], [1.481, -0.139, -5.625], [1.395, -4.924, -0.938], [0.899, -6.021, -2.119], [2.392, -5.134, -2.335], [-1.111, -3.503, -3.562], [-0.913, -5.032, -2.593], [-1.141, -3.481, -1.776], [4.680, -2.558, -2.247], [4.964, -1.988, -3.814], [4.002, -0.966, -2.912], [3.329, -3.107, -5.534], [2.511, -4.482, -4.670], [4.223, -4.164, -4.460]],
  "forces_ev_per_a": [[-0.3, -0.1, 0.2], [0.5, 0.8, -0.9], [-0.4, -1.2, 0.4], [-0.9, -0.1, 0.3], [0.8, 0.4, -0.4], [0.3, 1.7, 1.1], [-1.3, -3.4, 0.4], [-0.9, -3.7, -1.4], [0.6, 2.6, 0.0], [1.9, 1.1, 1.0], [-1.5, -0.5, -3.1], [-0.3, -0.1, 0.1], [0.8, 1.7, -0.9], [-0.4, -1.1, 1.2], [0.9, 0.5, -1.0], [-1.5, 0.0, -0.7], [0.5, -0.9, 0.2], [-0.2, 0.2, -0.1], [-0.7, 0.8, 0.5], [-0.5, 0.1, -0.1], [0.0, 0.8, -0.8], [0.3, -0.3, 0.1], [-0.1, -0.1, 0.4], [0.7, 0.8, 0.6], [0.7, -0.2, 0.3], [0.0, 0.1, 0.0], [-0.5, 0.4, 0.1], [0.2, -0.4, 0.7], [0.8, 0.0, 0.4], [-0.4, 0.5, 0.5], [-0.8, -0.3, -0.3], [0.1, 0.2, -0.2], [1.5, 0.3, 0.0], [-0.3, -0.8, 0.8], [-0.1, 0.2, 0.3], [-2.0, -3.7, 0.6], [-1.4, -1.0, -0.3], [0.6, 0.1, 0.3], [-0.3, 1.3, -0.1], [0.2, 0.8, 0.3], [1.6, 0.9, 0.8], [0.6, -0.1, 1.3], [1.0, 2.1, -1.3], [1.5, -2.0, 0.2], [-1.3, -0.5, -0.5], [0.0, -0.3, 0.1], [-0.5, 0.1, -0.2], [0.1, -0.2, -0.1], [0.4, 0.2, -0.8], [1.1, 0.0, -0.5], [-0.4, 1.0, 1.1], [0.0, 0.1, 0.1], [-0.3, -0.4, -0.1], [-0.5, -0.2, -0.1], [-0.3, 0.5, 0.2], [-0.1, -0.2, -0.5], [0.5, -0.1, -0.5], [-0.2, 0.1, 0.2], [-0.6, -0.2, -0.7], [-0.2, 0.9, -0.3], [0.6, 0.3, -0.1], [0.6, 0.5, 0.0], [-0.4, -0.3, 0.4], [1.9, 0.0, 0.1], [1.5, 2.6, 0.8], [-0.8, -0.1, -0.4], [-0.5, 0.0, 0.0], [-2.0, 0.6, 1.4], [0.0, -3.0, -4.0], [1.5, -0.3, 1.0], [-1.4, 1.6, -0.2], [-0.6, -1.3, 1.5], [-0.7, -0.7, 1.5], [-0.9, -1.9, -0.6], [0.5, -0.3, -0.8], [0.6, 0.5, 0.6], [-0.2, -0.1, 0.0], [0.0, 0.1, -0.5], [0.7, -0.1, -0.1], [0.0, 0.1, -0.2], [-0.6, 0.6, 0.3], [-0.7, 0.0, -0.1], [-0.1, 0.4, -0.4], [1.2, -0.4, 0.9], [0.8, -0.4, 0.4], [0.1, 0.3, 0.5], [0.5, 0.2, -1.2], [-0.3, 0.5, -0.3], [-0.2, 0.0, -0.3], [0.0, 0.2, 0.5], [0.6, 0.3, 0.0], [-0.3, 0.3, -0.3], [0.8, 0.6, -0.2], [-3.2, 1.1, 2.0], [0.1, 3.0, 1.7], [1.8, -1.7, -1.3], [0.1, 0.6, -1.3], [0.9, -0.4, 0.5], [-0.2, -0.3, -0.9], [-1.1, -1.3, 0.6], [1.1, 1.5, -0.8], [0.1, -1.3, -0.4], [-0.3, -0.1, -1.3], [-0.4, 0.2, 0.6], [-0.3, -0.8, -0.5], [-0.3, 0.6, 0.4], [0.1, -0.3, 0.1], [-0.5, -0.5, -0.5], [0.3, 0.1, 0.7], [-0.1, -0.3, -0.2], [0.6, -0.6, -0.4], [-0.2, 0.3, 0.8], [0.9, -0.3, -0.2], [0.3, -0.3, -0.4], [-0.3, -0.1, -0.1], [-0.3, 0.2, -0.3], [1.0, 0.2, 0.6], [-0.1, 0.0, 0.1], [-0.4, 0.0, 0.4], [-0.4, -0.1, 0.4], [-0.4, -0.1, 0.0], [-2.2, 0.0, 0.4], [0.2, -0.2, 0.6], [-0.4, -1.4, 1.1], [-0.9, -0.6, 0.9], [0.9, 0.2, -0.6], [2.6, -1.2, 0.0], [0.1, 0.0, -1.6], [-1.0, -0.9, -1.7], [-0.2, 2.1, 0.2], [0.0, -0.3, 0.6], [0.7, 0.5, 0.6], [0.3, 0.0, 0.0], [0.0, 0.2, -0.3], [0.3, 1.1, -0.1], [0.5, 0.6, -0.2], [0.8, -0.6, 0.2], [-1.2, -0.4, -0.4], [-0.3, 0.2, -0.3], [0.5, -0.1, 0.0], [0.6, -0.5, 0.9], [-0.5, 0.0, 0.5], [-1.2, 0.8, 0.1], [-0.3, 0.6, 0.3], [0.0, -0.2, 0.4], [0.8, -0.8, -0.5], [-0.6, 0.5, -0.2], [-0.3, -0.4, 0.0], [0.5, 0.9, 0.3], [0.3, -0.2, -1.3], [0.0, 2.3, -0.2], [-2.5, -0.9, 0.1], [1.7, 1.0, -1.1], [-1.3, -1.7, -1.0], [0.9, -0.4, -0.2], [1.6, 1.2, 1.5], [-1.0, -0.9, -0.8], [0.9, -0.1, 1.9], [-0.9, -0.7, -0.9], [-0.4, -1.1, -0.4], [1.2, -0.4, -0.9], [0.3, -0.1, 0.2], [-1.2, 0.5, 0.3], [1.4, -0.1, 0.4], [-0.3, 0.0, -0.3], [0.2, 0.1, 0.0], [-0.3, 0.0, 0.7], [1.0, 0.2, -0.1], [0.1, 0.3, -0.1], [-0.1, -0.4, 0.4], [-0.2, 0.0, -0.4], [-0.3, -0.3, 0.0], [-0.2, 0.0, -0.4], [-0.1, 0.3, 0.3], [0.0, 0.8, -0.2], [0.1, 0.5, 0.4], [-0.2, -0.1, 0.5], [-0.4, 0.0, 0.0], [0.2, 0.0, 0.3], [0.7, 0.1, -2.0], [-2.9, -1.5, -0.1], [-1.1, -0.4, 0.8], [0.3, -1.0, 0.4], [0.4, -0.3, 0.4], [-0.2, 0.4, -2.2], [1.7, 1.0, 1.3], [0.6, 0.6, 0.7], [3.1, -1.3, -0.5], [0.6, 0.2, -0.1], [-0.3, 0.8, 0.9], [0.6, 0.9, -0.1], [-0.3, 0.0, 0.3], [-0.8, 0.1, 0.3], [0.1, 0.6, -0.3], [-0.6, -0.3, 0.5], [0.7, 0.0, 0.1], [0.2, 0.0, 0.4], [-0.7, 0.4, -1.0], [0.1, 0.0, -0.1], [-0.1, -0.2, 0.1], [-0.4, 0.2, -0.4], [-0.4, 0.1, 0.0], [-0.2, 0.4, 0.6], [-0.3, -0.4, -0.7], [-0.2, -0.1, 0.8], [-0.2, -0.2, -0.2], [-0.1, 0.3, -0.1], [0.0, 0.0, 0.2]],
  "e_above_lowest_kcal_mol": 117.28,
  "homo_lumo_gap_ev": 8.1,
  "lumo_ha": 0.01842,
  "total_energy_ev": -178814.800
}


No. 2
{
  "formula": "C42H26F7NOP2S2Ti",
  "method": "the ωB97M-V functional and the def2-TZVPD basis",
  "species": ["Ti", "S", "P", "C", "P", "S", "C", "C", "C", "C", "C", "C", "C", "C", "C", "C", "C", "C", "C", "C", "C", "C", "C", "C", "C", "C", "C", "C", "C", "C", "H", "H", "H", "H", "H", "H", "H", "H", "H", "H", "H", "H", "H", "H", "H", "H", "H", "H", "H", "H", "F", "C", "C", "C", "C", "C", "F", "C", "C", "C", "C", "C", "C", "N", "H", "H", "H", "H", "H", "H", "F", "C", "C", "F", "C", "F", "C", "O", "C", "F", "C", "F"],
  "xyz": [[-23.057, -5.886, -0.800], [-22.522, -3.674, 0.368], [-20.747, -4.591, 0.537], [-21.092, -6.081, -0.240], [-20.543, -7.370, -1.177], [-22.254, -7.943, -2.161], [-20.027, -8.815, -0.203], [-20.180, -10.064, -0.754], [-19.595, -11.135, -0.083], [-18.930, -10.994, 1.129], [-18.847, -9.734, 1.701], [-19.381, -8.653, 1.037], [-19.200, -6.835, -2.247], [-19.488, -5.978, -3.331], [-18.401, -5.338, -4.006], [-17.139, -5.734, -3.706], [-16.838, -6.593, -2.610], [-17.900, -7.237, -1.963], [-19.487, -3.572, -0.283], [-18.215, -4.098, -0.430], [-17.219, -3.315, -0.991], [-17.498, -2.153, -1.592], [-18.786, -1.662, -1.543], [-19.763, -2.287, -0.757], [-20.171, -4.798, 2.304], [-19.091, -4.074, 2.826], [-18.709, -4.153, 4.149], [-19.391, -5.023, 4.990], [-20.391, -5.876, 4.492], [-20.763, -5.730, 3.125], [-20.605, -10.200, -1.740], [-19.681, -12.167, -0.479], [-18.444, -11.812, 1.589], [-18.266, -9.624, 2.574], [-19.216, -7.652, 1.399], [-20.656, -5.718, -3.372], [-18.541, -4.694, -4.814], [-16.307, -5.330, -4.266], [-15.791, -6.622, -2.347], [-17.709, -7.916, -1.166], [-17.909, -5.135, -0.158], [-16.246, -3.691, -1.024], [-16.696, -1.638, -2.053], [-18.987, -0.670, -2.019], [-20.705, -1.867, -0.637], [-18.478, -3.410, 2.268], [-17.965, -3.554, 4.551], [-19.028, -5.020, 6.020], [-20.720, -6.724, 5.049], [-21.421, -6.462, 2.691], [-23.357, -9.494, 3.187], [-23.913, -8.430, 2.609], [-23.434, -8.014, 1.408], [-24.059, -6.986, 0.739], [-25.116, -6.300, 1.381], [-25.430, -6.676, 2.663], [-26.415, -5.969, 3.387], [-24.919, -7.754, 3.283], [-25.685, -5.140, 0.662], [-26.796, -4.381, 1.067], [-27.360, -3.437, 0.236], [-26.740, -3.093, -0.971], [-25.546, -3.832, -1.308], [-25.051, -4.799, -0.522], [-22.587, -8.492, 0.981], [-25.096, -7.984, 4.331], [-27.363, -4.709, 1.952], [-28.276, -2.877, 0.494], [-27.189, -2.269, -1.549], [-24.909, -3.580, -2.168], [-23.947, -6.632, -7.680], [-23.874, -6.216, -6.443], [-24.558, -6.843, -5.400], [-25.471, -7.741, -5.795], [-24.497, -6.309, -4.122], [-25.308, -6.796, -3.143], [-23.433, -5.433, -3.798], [-23.199, -5.148, -2.494], [-22.663, -4.945, -4.838], [-21.582, -4.101, -4.576], [-22.964, -5.250, -6.153], [-22.113, -4.868, -7.152]],
  "forces_ev_per_a": [[0.7, 0.2, 0.1], [-0.2, -0.2, 0.4], [0.4, -0.9, 0.0], [-0.5, 0.8, 0.6], [-1.2, 0.1, 0.3], [0.4, 0.2, 0.5], [0.5, 0.8, 0.3], [0.9, -0.7, 0.1], [-0.3, -1.6, -0.1], [-0.7, 1.0, -0.8], [-0.1, -0.3, -0.8], [-0.1, 0.3, -0.8], [0.0, -0.5, -1.4], [-1.6, 1.1, 1.4], [-2.2, -2.1, 0.8], [1.5, -0.6, 1.6], [-1.0, 0.6, -1.3], [1.1, 1.4, -0.2], [-0.2, -0.2, 0.6], [0.7, -0.8, 0.1], [-0.6, -1.8, 0.6], [-0.7, 1.1, -0.3], [-0.8, 1.8, 0.3], [2.0, -1.0, -1.2], [0.8, 0.7, -0.7], [0.0, 0.4, 0.1], [-2.3, -1.5, -0.4], [0.0, -0.3, 0.3], [1.1, 1.0, -1.5], [0.1, -0.9, 1.4], [-0.3, 0.0, 0.1], [0.1, 0.8, 0.0], [0.3, -0.8, 0.4], [0.4, 0.3, 1.0], [-0.1, 0.2, 0.3], [3.0, -0.3, -0.5], [-0.5, 1.0, -1.0], [0.1, 0.2, 0.0], [0.0, -0.8, 0.2], [0.1, -0.5, 0.6], [-0.7, 0.9, 0.1], [1.4, -0.6, 0.0], [0.4, 0.7, -0.6], [0.0, -1.0, 0.5], [-1.6, 0.7, 0.2], [0.0, 0.5, -1.0], [1.5, 1.0, 0.5], [-0.5, -0.5, -0.1], [-0.5, -0.1, 0.4], [-0.5, 0.0, -0.1], [0.2, -0.4, 0.5], [-0.4, 0.1, 0.6], [-0.2, -0.1, -0.6], [-0.2, 1.0, -0.1], [0.6, 0.6, -1.0], [-2.5, 1.5, 0.7], [1.2, -0.7, -0.8], [1.2, -1.1, 1.2], [-0.3, 1.2, -1.0], [-0.6, -1.6, 0.5], [0.2, 1.1, -0.9], [1.0, -1.0, 0.3], [-0.8, 1.0, 0.7], [-0.9, -0.3, 1.0], [0.5, -0.5, -0.3], [-0.4, 0.0, -0.3], [0.6, 0.4, -0.4], [0.5, -0.6, 0.1], [0.7, -0.7, -0.1], [-0.5, -0.2, 0.3], [-0.5, -0.6, -1.0], [0.2, -0.3, 1.1], [-1.3, 0.9, -0.9], [0.1, -0.1, 0.6], [0.6, -0.8, 0.1], [0.8, 0.4, -0.7], [-0.6, -0.2, 1.9], [-0.3, 0.3, -2.4], [1.1, 1.7, 0.4], [-1.7, -1.1, -0.4], [2.2, 0.1, -0.5], [-0.8, 0.1, 0.8]],
  "e_above_lowest_kcal_mol": 27.69,
  "homo_lumo_gap_ev": 7.7,
  "lumo_ha": -0.01252,
  "total_energy_ev": -129899.943
}